The following is a DFT calculation (the ωB97M-V functional and the def2-TZVPD basis) of a structure of composition C3H16B2O2V at a distorted geometry.

XYZ file:
```
24
Properties=species:S:1:pos:R:3:lowdin_charge:R:1
V 24.35128 -11.77922 -19.44423 0.766
B 25.73654 -10.78793 -17.78022 -0.432
H 26.53996 -10.73581 -18.49858 -0.052
H 26.00422 -10.31266 -16.84925 -0.067
H 24.92817 -10.27107 -18.27382 -0.074
H 25.44411 -11.81667 -17.63735 -0.066
B 24.19058 -10.51627 -21.28902 -0.450
H 24.20065 -10.09073 -22.28051 -0.059
H 25.20403 -10.61729 -20.93272 -0.051
H 23.62477 -10.00322 -20.52687 -0.051
H 23.77607 -11.50212 -21.43229 -0.055
C 22.64695 -13.32997 -17.34777 -0.364
O 22.57621 -12.49803 -18.45499 -0.452
H 22.02914 -14.22501 -17.42071 0.033
H 23.65550 -13.74299 -17.32963 0.041
H 22.52158 -12.84073 -16.38184 0.042
C 26.86940 -15.50870 -20.77597 -0.139
C 25.54095 -14.71961 -20.74072 -0.464
O 25.68565 -13.36518 -20.36135 -0.380
H 27.56884 -15.21008 -21.55681 0.042
H 26.73457 -16.58499 -20.88322 0.036
H 27.41960 -15.35624 -19.84745 0.053
H 24.92689 -15.22697 -19.99667 0.069
H 24.89984 -14.82807 -21.61554 0.073
```

Values from the calculation:
Multiplicity: 4
Total charge: -2
HOMO-LUMO gap (spin up / spin down) in eV: 5.179 / 6.730
Energy above the lowest of the compared OMol25 structures with the same formula, charge and spin in kcal/mol: 64.2
Total energy in eV: -34500.37831